Below is 2 unconnected molecules or ions with the total composition C3H9NO3 at a distorted geometry, with properties calculated with ωB97M-V/def2-TZVPD.

Geometry (Å):
C  -0.770510  -2.319889  2.084506
C  0.252974  -1.545815  1.297492
N  -0.417070  -0.923867  0.064507
C  0.325118  -0.218915  -0.853731
O  1.316598  0.411835  -0.653240
O  -0.352967  -0.512399  -2.045819
H  -0.476747  -3.379146  2.190568
H  -0.912453  -1.968802  3.104868
H  -1.703371  -2.422675  1.530450
H  0.784785  -0.678682  1.649789
H  0.921533  -2.260596  0.815677
H  -1.302408  -1.299629  -0.214616
H  0.177604  -0.421258  -2.840016
O  -0.135169  4.359126  -0.168431
H  0.338663  4.357338  0.667383
H  -0.759901  3.652092  0.011242

Forces on the atoms, in the same order (eV/Å):
0.13 -0.95 0.69
-0.72 0.64 -3.39
0.75 0.28 1.84
-2.18 -2.25 -0.06
0.38 0.15 -0.53
0.58 0.74 -0.03
0.26 0.45 0.02
-0.36 0.25 -0.17
-0.21 0.50 0.25
0.30 -0.28 1.21
0.56 0.12 0.55
0.12 -0.22 -0.39
0.37 0.56 0.04
-0.10 -0.18 0.39
0.41 0.33 0.01
-0.31 -0.15 -0.41

The energy above the lowest of the compared OMol25 structures with the same formula, charge and spin comes out at 27.02 kcal/mol. For the HOMO-LUMO gap, the calculation gives 10.30 eV. As for the calculated total energy: -10889.410 eV. The value obtained for the molar mass is 107.1 g/mol. The largest force on an atom comes out at 3.52 eV/A.

Löwdin atomic charge list, values in e, 5 entries: -0.0885 -0.1835 0.0308 -0.5888 0.1143